Here is a molecular structure, C37H68BCdGeN6O2S3Si3 from the OMol25 dataset. Energies are from ωB97M-V/def2-TZVPD.

total energy: -170395.98693 eV
E_HOMO (spin up / spin down): -12.42 / -13.07 eV
HOMO-LUMO gap (spin up / spin down): 0.256 / 0.223 hartree
charge: +2
spin multiplicity: 2

The geometry in XYZ format:
```
122
Properties=species:S:1:pos:R:3:forces:R:3:mulliken_charge:R:1
Cd 2.456 1.199 -1.490 -0.896 -0.297 0.121 2.0949
C 1.323 2.385 3.297 -0.021 -0.001 0.001 -1.5606
C 0.148 1.579 2.836 -0.024 0.068 -0.069 -0.0567
C -0.864 1.238 3.682 -0.006 -0.060 -0.028 -0.7643
C -2.009 0.577 3.179 0.019 0.121 0.063 -0.2765
N -1.954 -0.005 2.012 0.179 -0.224 0.076 -0.3945
N -0.902 0.232 1.214 -0.158 0.008 -0.037 0.4544
B -0.882 -0.559 -0.116 0.007 0.213 -0.549 -0.2213
N -1.370 0.447 -1.235 -0.046 -0.029 0.097 0.1099
N -2.386 1.191 -0.802 -0.016 0.007 -0.070 -0.0062
C -2.861 2.140 -1.570 0.003 -0.007 0.065 -0.3520
C -2.344 2.329 -2.868 0.025 0.055 -0.039 -0.7647
C -1.296 1.577 -3.315 -0.030 -0.035 -0.008 -0.0158
C -0.703 1.754 -4.674 -0.021 -0.006 -0.001 -1.7826
C -0.770 0.606 -2.422 0.076 -0.019 0.056 1.3916
S 0.614 -0.343 -2.804 0.297 0.128 -0.210 -0.4875
C -3.952 3.009 -0.955 0.040 -0.019 -0.004 2.4822
C -5.149 2.121 -0.608 -0.024 -0.004 -0.017 -1.1601
C -4.389 4.120 -1.907 -0.038 0.007 0.020 -2.4012
C -3.393 3.631 0.334 0.041 0.001 -0.025 -1.3237
N -1.786 -1.857 -0.212 -0.053 0.101 0.135 0.2614
N -3.101 -1.810 0.025 0.022 0.073 -0.147 -0.4345
C -3.830 -2.867 -0.257 -0.075 -0.024 -0.033 -0.2930
C -3.273 -3.978 -0.929 0.027 -0.030 0.090 -0.6479
C -1.925 -4.066 -1.113 0.029 0.036 -0.015 0.4088
C -1.248 -5.231 -1.759 0.005 0.004 0.040 -1.9410
C -1.176 -2.959 -0.664 -0.055 -0.083 -0.039 0.8068
S 0.546 -2.986 -0.680 0.027 0.182 -0.162 -0.3744
C -5.289 -2.841 0.183 0.023 -0.055 -0.052 2.4812
C -6.030 -4.112 -0.237 -0.043 0.046 -0.048 -2.4329
C -5.978 -1.627 -0.444 -0.012 0.022 0.025 -1.4948
C -5.317 -2.757 1.717 0.119 -0.065 0.010 -1.1943
C 0.004 1.198 1.470 -0.034 0.137 0.052 1.5628
S 0.754 2.163 0.242 0.234 0.069 0.027 -0.8362
C -3.311 0.518 3.963 0.032 -0.003 0.050 2.3547
C -3.248 -0.674 4.926 -0.024 -0.068 -0.054 -1.7609
C -4.507 0.396 3.009 0.069 0.065 -0.083 -1.1115
C -3.477 1.818 4.765 0.034 -0.066 0.074 -1.9080
H 1.103 3.453 3.241 0.008 0.009 -0.032 0.3179
H 2.196 2.199 2.677 0.006 -0.032 0.025 0.0121
H 1.552 2.139 4.333 -0.008 0.025 0.015 0.5221
H -0.809 1.502 4.729 -0.038 0.085 -0.009 0.5122
H -2.771 3.086 -3.512 0.007 0.010 0.002 0.6076
H -1.184 2.576 -5.202 -0.018 0.003 -0.003 0.3880
H -0.818 0.843 -5.262 0.013 -0.012 -0.003 0.3795
H 0.366 1.947 -4.598 -0.005 -0.022 -0.018 0.2764
H -5.606 1.699 -1.505 0.008 -0.022 -0.005 0.4000
H -5.905 2.709 -0.086 -0.017 0.010 -0.017 0.4761
H -4.833 1.309 0.041 0.001 -0.044 0.072 -0.3474
H -4.833 3.724 -2.822 -0.006 -0.007 -0.007 0.4571
H -3.561 4.780 -2.175 0.007 0.014 0.005 0.4807
H -5.147 4.731 -1.418 -0.001 0.004 0.002 0.4217
H -3.014 2.858 1.003 -0.030 -0.023 0.030 -0.0458
H -4.183 4.181 0.847 -0.003 0.025 -0.005 0.4550
H -2.580 4.326 0.116 0.026 -0.003 0.005 0.4259
H -3.915 -4.770 -1.285 0.002 -0.027 0.043 0.6361
H -1.978 -5.959 -2.102 -0.001 -0.005 -0.003 0.3997
H -0.575 -5.726 -1.056 0.003 -0.010 0.013 0.4228
H -0.647 -4.903 -2.609 0.004 0.001 -0.014 0.3823
H -6.165 -4.177 -1.318 0.030 -0.009 -0.020 0.4409
H -7.022 -4.101 0.214 -0.021 0.009 -0.022 0.4151
H -5.530 -5.016 0.113 -0.026 -0.015 0.048 0.5479
H -5.938 -1.672 -1.534 0.002 0.003 -0.011 0.4263
H -5.505 -0.705 -0.119 0.030 0.086 0.035 0.1382
H -7.026 -1.604 -0.145 -0.012 0.001 0.006 0.4744
H -5.061 -3.722 2.158 0.009 -0.017 0.007 0.4520
H -6.320 -2.489 2.052 -0.020 -0.010 0.007 0.4228
H -4.614 -2.016 2.093 -0.103 -0.126 -0.057 -0.0719
H -3.228 -1.618 4.380 0.011 -0.013 -0.011 0.3515
H -4.124 -0.672 5.575 -0.013 -0.004 -0.001 0.4697
H -2.361 -0.627 5.561 0.012 0.004 0.006 0.3868
H -4.276 -0.209 2.135 0.000 0.080 0.088 -0.4876
H -4.810 1.383 2.654 0.008 0.035 -0.019 0.3713
H -5.354 -0.046 3.533 -0.025 0.033 0.011 0.5682
H -2.792 1.882 5.611 0.008 0.000 0.009 0.4502
H -4.489 1.858 5.167 -0.005 -0.003 0.018 0.4334
H -3.332 2.697 4.133 -0.021 0.006 -0.011 0.3761
O 1.640 3.135 -2.594 0.034 0.119 -0.091 -0.5394
H 1.954 3.662 -3.339 0.059 0.011 0.040 0.2559
H 0.984 3.665 -2.122 0.020 -0.022 0.016 0.2298
O 1.669 -0.799 0.182 0.039 -0.024 -0.135 -0.8816
C 0.627 -1.192 -0.291 0.025 -0.436 0.705 0.4260
C 4.737 -0.149 -4.157 -0.002 0.033 -0.026 -0.9745
Si 4.909 -1.345 -2.731 -0.049 0.169 0.008 0.5049
C 3.682 -2.736 -2.881 -0.054 -0.030 0.019 -0.5908
C 6.667 -1.951 -2.556 0.023 -0.047 0.010 -1.0458
Ge 4.538 -0.107 -0.680 0.520 -0.130 0.069 -0.7453
Si 5.607 2.072 -0.265 -0.289 -0.017 -0.128 0.2544
C 7.431 1.746 -0.104 0.047 -0.055 -0.017 -1.0046
C 5.255 3.166 -1.743 0.031 0.053 -0.027 -0.9792
C 4.820 2.805 1.253 0.026 0.023 0.064 -0.7441
Si 4.882 -1.532 1.243 -0.047 0.168 -0.127 0.4278
C 3.908 -0.802 2.656 -0.021 -0.012 0.038 -0.6801
C 6.722 -1.530 1.551 0.027 -0.034 0.042 -1.1168
C 4.331 -3.250 0.780 -0.059 -0.048 0.017 -0.6960
H 4.889 -0.664 -5.108 0.009 -0.012 -0.013 0.4373
H 5.475 0.652 -4.096 0.004 0.016 -0.004 0.2458
H 3.740 0.300 -4.185 -0.012 -0.016 -0.024 0.1813
H 3.826 -3.249 -3.834 0.005 -0.013 -0.011 0.4943
H 2.653 -2.370 -2.854 -0.010 0.007 -0.026 -0.0284
H 3.803 -3.468 -2.083 0.000 -0.022 0.011 0.2675
H 7.061 -2.246 -3.531 -0.003 -0.027 -0.015 0.4182
H 6.721 -2.819 -1.897 0.011 -0.005 0.021 0.2902
H 7.329 -1.182 -2.153 0.019 0.017 -0.030 0.2843
H 7.821 1.202 -0.966 0.025 0.015 -0.015 0.3066
H 7.675 1.180 0.793 0.003 -0.010 0.022 0.2789
H 7.953 2.705 -0.053 0.011 0.018 0.004 0.4397
H 5.470 2.670 -2.691 0.010 -0.008 -0.004 0.2422
H 5.875 4.065 -1.695 -0.006 0.018 -0.005 0.4401
H 4.212 3.497 -1.752 0.015 0.013 0.008 0.2611
H 5.030 2.222 2.151 0.009 -0.011 0.011 0.2853
H 3.736 2.862 1.128 0.003 0.028 0.003 -0.0207
H 5.195 3.818 1.419 0.012 0.011 0.006 0.5603
H 4.378 0.114 3.017 -0.003 0.018 0.013 0.3131
H 3.859 -1.504 3.492 0.014 -0.010 0.017 0.5234
H 2.890 -0.571 2.341 -0.028 -0.012 0.020 -0.1540
H 7.058 -0.620 2.047 -0.005 0.024 0.009 0.2872
H 7.284 -1.641 0.622 0.025 -0.014 0.000 0.3317
H 6.984 -2.372 2.195 0.009 -0.002 0.023 0.4130
H 3.306 -3.276 0.409 -0.007 0.015 0.014 -0.0703
H 4.387 -3.899 1.658 0.011 -0.019 0.003 0.4603
H 4.989 -3.670 0.017 -0.003 -0.027 -0.008 0.2542
```
Forces are in eV/Å.